Record 1
Here is a 15-piece molecular cluster, C22H52ClN17O31 overall from the OMol25 dataset. Energies are from wB97M-V/def2-TZVPD.

Geometry as XYZ:
```
123
Properties=species:S:1:pos:R:3:forces:R:3
N -5.400732 2.074873 -0.182512 0.3734 -0.1262 -0.0208
C -4.117160 1.575381 -0.431014 0.2524 0.5811 -0.7405
C -3.306681 1.970804 -1.463734 -0.2964 -0.6070 0.3847
C -2.049831 1.381975 -1.588279 1.3032 0.9761 -2.1750
C -1.157373 1.813888 -2.740178 -0.1050 -0.3298 1.6180
C 0.171538 2.365380 -2.170507 0.0558 -0.3157 -1.4232
C 0.813719 3.197755 -3.292119 -0.5965 0.0446 0.6424
O 0.017473 4.363615 -3.454762 0.0588 0.2399 -0.0424
N -1.518029 0.494814 -0.786215 -1.0779 0.1643 0.4927
N -2.331103 0.166131 0.201844 0.5985 -1.0319 0.1447
C -1.732442 -0.862735 1.190607 1.2718 -2.6233 0.6053
O -1.592826 -2.009986 0.775162 -0.7604 0.9654 -0.9849
O -1.438830 -0.360347 2.245723 0.1078 1.4766 1.0129
C -3.532795 0.612031 0.398854 -1.3448 0.2321 0.8237
Cl -4.460563 0.015989 1.712570 0.3348 0.0047 0.0417
H -5.306061 2.973022 0.284870 -0.5087 -0.0311 0.2200
H -5.914421 2.190370 -1.046034 -0.0852 0.2172 0.0484
H -3.619937 2.695618 -2.197966 -0.0680 0.1383 0.0050
H -0.945706 0.903550 -3.300270 -0.0924 0.4635 -0.2576
H -1.666489 2.573937 -3.324040 0.0324 -0.0430 -0.2018
H 0.011614 2.976097 -1.283622 0.0507 0.0384 0.0829
H 0.812261 1.507588 -1.954581 -0.0241 0.0944 0.3218
H 1.848885 3.434929 -3.048327 -0.3362 0.1897 -0.4376
H 0.732235 2.627496 -4.220291 0.4063 -0.1245 -0.0477
H 0.594428 5.134555 -3.413646 -0.0351 0.0048 0.0474
C 3.608508 1.930213 -0.374950 -0.0369 -0.0459 -0.1567
N 3.479715 2.474310 -1.754219 0.2593 -0.2602 0.3969
O 3.249850 1.688071 -2.652633 0.2632 0.0953 0.0365
O 3.606225 3.671946 -1.893849 0.0914 0.0551 -0.0701
H 3.468189 0.862699 -0.412846 -0.0208 -0.0126 -0.1214
H 4.602473 2.179538 -0.015367 -0.0343 0.0891 0.0311
H 2.842732 2.401500 0.234831 0.0469 0.0663 0.0288
C 1.720655 -1.167027 1.959170 -0.2572 -0.2320 0.2317
N 3.200552 -1.104106 2.061745 -0.4887 -0.0965 -0.1672
O 3.785526 -1.962375 2.689330 -0.1037 0.0893 -0.1896
O 3.728206 -0.169494 1.492169 0.4046 -0.0971 0.2436
H 1.366899 -2.036056 2.499819 0.0247 -0.0157 0.0045
H 1.324090 -0.254146 2.395549 -0.0170 0.0254 -0.0923
H 1.466843 -1.238609 0.905070 -0.0086 0.0883 -0.0011
C 2.138980 -0.080985 -5.034288 0.0945 -0.0032 -0.0397
N 0.987272 -0.945309 -4.657503 0.0111 -0.0584 -0.0225
O 1.187079 -2.129391 -4.510227 0.0597 -0.0883 0.0823
O -0.095713 -0.409776 -4.515690 0.1796 -0.0687 -0.2160
H 3.021647 -0.703145 -5.120388 -0.0517 -0.0753 0.0139
H 1.897145 0.387190 -5.984187 -0.0735 0.0560 0.0496
H 2.262830 0.662186 -4.251696 -0.1007 -0.0104 -0.1345
C 5.672311 -0.320718 4.423707 0.3430 -0.0190 0.1617
N 5.902490 1.123094 4.701795 0.0905 -0.1544 -0.0220
O 6.955322 1.607537 4.343937 0.0191 0.0928 -0.0122
O 5.012106 1.719512 5.269129 -0.0612 0.0688 0.0136
H 6.542200 -0.719746 3.915919 0.0165 0.0647 -0.0103
H 5.518009 -0.818408 5.376634 -0.1085 0.0239 -0.0127
H 4.797560 -0.392887 3.801165 -0.0967 0.0429 0.0571
C 1.610115 5.885540 -0.327273 -0.0080 -0.0313 0.2567
N 1.963204 6.840825 -1.410622 -0.0877 -0.1867 0.1695
O 2.338770 7.944461 -1.093661 0.0468 0.1823 -0.0547
O 1.849804 6.441158 -2.551707 0.0606 0.1279 -0.1800
H 1.759188 6.375263 0.627662 0.0087 0.0744 -0.0414
H 0.568616 5.608124 -0.466590 0.0273 -0.0493 -0.1008
H 2.264705 5.023654 -0.431895 -0.0622 0.0235 -0.1144
C 1.886227 -5.066436 -5.571451 -0.0802 0.0715 0.0740
N 2.504363 -5.672851 -6.780761 -0.0802 0.0899 0.1156
O 2.616691 -4.973046 -7.766609 0.0343 -0.0074 -0.0809
O 2.855791 -6.829053 -6.697946 0.0576 -0.0762 -0.0354
H 1.625862 -4.040707 -5.792164 0.0289 -0.0125 -0.0771
H 0.995918 -5.643112 -5.325319 0.2589 -0.0141 -0.0999
H 2.619635 -5.116934 -4.771257 -0.0022 -0.0938 -0.0121
C 0.820641 11.054998 -1.690484 0.1149 0.0252 0.1961
N -0.393297 10.408144 -2.258215 0.0829 0.0245 0.1096
O -1.147898 9.852178 -1.487007 -0.0502 -0.0665 -0.0033
O -0.542702 10.481714 -3.457227 -0.0364 -0.0010 -0.0821
H 0.820466 10.907978 -0.617106 -0.0613 -0.0573 -0.0143
H 1.684707 10.581069 -2.146476 -0.0228 0.0390 -0.0723
H 0.776524 12.111580 -1.937253 0.0130 -0.0342 -0.1238
C -1.837733 -5.779460 -2.786671 -0.0924 0.1759 -0.0185
N -1.215064 -6.410567 -3.984255 -0.1856 0.1613 0.1485
O -1.085813 -5.723911 -4.980519 -0.1084 -0.0603 -0.0017
O -0.877661 -7.567133 -3.883661 0.0886 -0.0867 -0.0411
H -2.083648 -4.751823 -3.026051 0.0337 -0.0246 -0.0558
H -2.730889 -6.347492 -2.544723 0.0662 -0.0539 0.0610
H -1.113833 -5.828521 -1.978986 -0.0342 -0.1025 0.0206
C 4.989724 -4.897090 3.026459 0.0653 0.1736 -0.2062
N 5.254753 -5.031210 4.483634 -0.0143 0.0990 -0.1994
O 5.367405 -4.015047 5.134168 0.0348 0.0195 0.1009
O 5.343043 -6.158748 4.922089 0.0413 -0.1045 0.1382
H 4.938162 -3.843858 2.780932 0.0206 -0.0547 0.0986
H 5.808779 -5.381236 2.500574 -0.0432 -0.1467 0.0741
H 4.045458 -5.391514 2.818354 0.0574 -0.1091 0.0239
C -1.827060 1.013118 5.124629 0.1155 -0.2199 0.0432
N -1.307881 2.405331 5.050699 -0.0084 -0.1407 -0.0051
O -0.168001 2.563116 4.668430 0.0592 0.0702 -0.0422
O -2.067450 3.292132 5.378310 -0.0280 0.0696 -0.0085
H -1.048347 0.334461 4.801152 -0.0025 0.0530 -0.0931
H -2.107344 0.822996 6.157004 -0.0943 0.1089 -0.0166
H -2.686787 0.951722 4.465419 -0.0207 0.0125 0.0294
C -8.003203 2.007165 3.112753 0.2095 0.2933 0.2676
N -7.457688 2.809693 1.975541 -0.1547 -0.1440 0.2242
O -6.512701 3.542629 2.207647 0.1669 -0.0049 -0.0487
O -7.989080 2.685516 0.899717 -0.0799 0.2169 -0.0528
H -7.427324 2.240975 4.001286 0.0531 0.1140 -0.0758
H -9.043310 2.289549 3.238871 -0.0438 -0.1084 -0.1184
H -7.913894 0.961163 2.856620 -0.0519 0.0159 -0.1208
C -4.947219 -2.452060 -0.673757 0.3421 0.0605 -0.0585
N -5.322574 -3.867771 -0.937324 0.0254 0.1785 0.0002
O -4.433661 -4.679327 -1.049102 0.0127 -0.1378 -0.0698
O -6.511416 -4.109415 -1.022296 -0.0387 -0.0369 0.0401
H -3.863571 -2.384690 -0.620906 0.0158 -0.1188 0.0661
H -5.337265 -1.854699 -1.493943 -0.1509 -0.0178 0.0650
H -5.399315 -2.162469 0.268898 -0.1231 0.0223 -0.0683
C -8.857047 -2.019618 0.583715 0.1676 -0.0941 -0.1108
N -8.542208 -0.592959 0.876408 -0.0958 -0.0306 -0.0998
O -7.422057 -0.185945 0.633151 0.0601 -0.2276 0.0246
O -9.426617 0.085720 1.351596 -0.1974 -0.2492 -0.0131
H -7.976569 -2.496316 0.167891 0.0109 0.0404 -0.0339
H -9.147386 -2.486688 1.520255 -0.1156 0.0628 -0.0110
H -9.676798 -2.031744 -0.128307 -0.0732 0.0181 0.0902
C 8.412931 -7.777734 5.404438 0.0056 -0.0231 0.2148
N 8.775183 -6.916545 4.246017 0.0029 -0.0612 0.1425
O 9.645346 -6.089983 4.408041 0.0293 0.0807 -0.0525
O 8.166172 -7.102891 3.212693 -0.0539 0.0379 -0.0734
H 9.030778 -7.498954 6.249758 0.0464 0.0666 -0.0646
H 7.361302 -7.605462 5.617191 -0.0261 -0.0532 -0.1051
H 8.591176 -8.809306 5.115864 -0.0965 0.0128 -0.0805
```
Forces are in eV/Å.

As for the spin multiplicity: 1. The gap between HOMO and LUMO is 8.765 eV. The energy comes out at -4591.5995 Ha. As for the total charge: 0.

Here are the Mulliken charges for atoms 1 to 2, given in e:
1 N -0.163
2 C -0.637

Record 2
Here is the molecule C2H7N3S from the OMol25 dataset. Energies are from wB97M-V/def2-TZVPD.

Geometry as XYZ:
```
13
Properties=species:S:1:pos:R:3:forces:R:3
C 2.527042 -0.005400 -0.187481 3.9847 1.4476 -0.0979
S 1.015319 -0.782092 0.047740 -1.2843 -0.3035 0.0335
N 0.322430 0.758421 0.354498 -1.4853 -0.9517 0.3284
C -0.914599 0.925288 0.155375 -2.1864 2.5154 -1.9244
N -2.002572 0.150253 -0.449935 3.4440 -0.8828 2.3511
N -2.073495 -1.178490 0.094199 -2.1410 1.5143 4.0804
H 3.114822 0.102089 0.838423 -1.5028 0.7464 -1.9396
H 2.328253 0.988387 -0.844340 0.9777 -2.3249 1.8861
H 3.293260 -0.663100 -0.688040 -1.1337 0.4663 -0.1544
H -1.279920 2.009197 0.174219 0.6631 -1.2287 0.4045
H -2.843875 0.660498 -0.332221 -0.9436 0.1715 0.2007
H -2.000530 -1.247464 1.301870 0.2990 0.2205 -4.9807
H -1.486137 -1.717590 -0.464312 1.3086 -1.3905 -0.1876
```
Forces are in eV/Å.

As for the spin multiplicity: 1. The gap between HOMO and LUMO is 8.953 eV. The calculation puts the relative energy (zero: lowest compared OMol25 entry of this formula, charge and spin) at 73.6 kcal/mol. Its structure (SMILES) is CS/N=C\NN. The energy comes out at -642.7354 Ha. As for the total charge: 0.

Here are the Mulliken charges for atoms 1 to 2, given in e:
1 C -0.712
2 S -0.062

Record 3
Here is a 2-piece molecular cluster, C20H30N4O3S overall from the OMol25 dataset. Energies are from wB97M-V/def2-TZVPD.

Geometry as XYZ:
```
58
Properties=species:S:1:pos:R:3:forces:R:3
C 4.328226 3.234230 2.058826 0.3534 -0.3289 -0.0439
C 4.400667 1.700968 1.738303 -0.2667 0.1612 -0.6530
C 3.413638 1.315227 0.556248 0.1451 0.8243 0.0517
C 1.914746 1.625793 0.851781 -0.5042 -0.2333 1.4430
C 1.603894 1.038806 2.323427 0.2927 -0.2091 -0.3828
C 0.828240 1.170477 -0.183465 -0.9941 -0.2543 -0.6908
C -0.605532 1.361757 0.116651 -0.3287 -0.7754 -2.6828
O -1.049205 1.964219 1.280673 0.5251 0.1157 -0.3123
C -1.663182 0.950069 -0.833972 0.8947 -0.8043 -0.6453
C -3.175713 1.190207 -0.524379 0.6536 0.1177 0.0862
N -3.570218 0.802040 0.862809 -0.4902 1.2873 -0.4453
C -4.235932 2.005899 1.454883 -0.4014 -0.6111 0.6758
C -1.362044 0.302665 -2.123562 1.0960 0.7183 0.6693
C -2.442129 -0.171730 -3.173848 1.4904 0.0544 0.8099
S -2.980688 -1.946976 -2.850696 -0.1233 0.2839 -0.1009
C -2.233222 -2.399204 -1.258354 0.6852 -0.7785 1.0641
C -2.547903 -3.893689 -0.784438 -0.0100 1.4423 -0.1344
C 0.031156 0.124965 -2.411983 0.4676 1.1072 1.6178
C 1.085822 0.567701 -1.467090 -1.3616 0.2216 -0.1067
C 2.395864 0.237262 -2.194416 -1.5659 -1.0076 0.7399
O 3.473846 0.731314 -2.304628 -0.1670 0.2149 0.2594
N 2.015432 -0.968187 -2.968728 0.5846 2.1551 -3.2544
N 2.879875 -1.120483 -4.098431 0.7399 -1.2179 0.0832
C 0.778380 -0.498437 -3.612194 -1.6889 -0.3647 3.3418
O 0.434075 -0.604707 -4.744387 0.2917 -0.0203 -0.1812
H 4.945430 3.476748 2.958726 -0.4146 -0.1146 -0.7693
H 3.298346 3.611806 2.250173 0.6662 -0.3713 -0.1165
H 4.742023 3.775940 1.170144 -0.3696 -0.2363 0.8168
H 5.429495 1.494099 1.348511 -0.7577 0.0870 0.3846
H 4.264512 1.056012 2.635129 -0.0112 0.5812 -0.5773
H 3.516228 0.232265 0.313325 0.0872 0.8085 0.0333
H 3.735803 1.972534 -0.293733 -0.2186 -1.0128 0.4644
H 1.812089 2.738050 0.981541 -0.0347 -0.9122 -0.4209
H 1.756977 1.865080 3.061553 -0.4684 -0.7310 -0.4773
H 2.336350 0.241168 2.616434 -0.6210 0.6137 -0.5442
H 0.601637 0.568195 2.392328 0.5993 0.6419 0.1027
H -1.112322 2.927317 1.178160 0.1918 -0.3536 -0.1242
H -3.855250 0.655132 -1.225770 0.8885 0.2875 0.1939
H -3.353609 2.287039 -0.702396 0.0036 -0.8846 0.2333
H -4.313622 0.106556 0.760922 0.4156 0.1788 0.1391
H -4.450555 1.851594 2.544119 0.1303 -0.0242 -0.9177
H -3.580745 2.905091 1.397606 -0.5126 -0.7479 -0.1790
H -5.209561 2.153479 0.917885 0.7129 0.4773 0.5159
H -1.915358 -0.175006 -4.161123 -0.6842 -0.0069 0.7990
H -3.336852 0.482433 -3.200901 0.6875 -0.4479 0.0309
H -2.623881 -1.739400 -0.445774 0.6053 -0.3216 -0.6649
H -1.119810 -2.333110 -1.348071 -0.9450 0.2698 0.2403
H -2.242048 -4.632204 -1.557009 -0.3075 0.4220 0.6162
H -3.645948 -3.928040 -0.572212 0.9346 -0.4234 -0.1407
H -1.949118 -4.030928 0.168964 -0.7876 -0.0122 -1.1469
H 2.973006 -0.245459 -4.612450 0.1739 -0.1750 0.2670
H 3.790465 -1.463976 -3.805673 -0.2760 0.2769 0.0724
C -0.928719 -4.425326 3.552663 0.2333 0.3320 -0.2957
C -0.255155 -3.449052 2.670030 -0.1094 -0.1173 0.0966
N 0.263418 -2.689830 1.978016 -0.1874 -0.2693 0.2357
H -0.868601 -5.421530 3.115837 0.0125 0.0550 -0.0013
H -0.446530 -4.434802 4.529361 -0.0070 0.0175 -0.0517
H -1.976189 -4.152064 3.674659 0.0518 0.0144 -0.0226
```
Forces are in eV/Å.

As for the spin multiplicity: 1. The gap between HOMO and LUMO is 8.660 eV. The calculation puts the relative energy (zero: lowest compared OMol25 entry of this formula, charge and spin) at 149.0 kcal/mol. Its structure (SMILES) is CCC[C@H](C)c1c(O)c(CNC)c(CSCC)c2c1C(=O)N(N)C2=O.CC#N. The energy comes out at -1622.8989 Ha. As for the total charge: 0.

Here are the Mulliken charges for atoms 1 to 2, given in e:
1 C -1.125
2 C -0.534

Record 4
Here is the molecule C3H3F3O from the OMol25 dataset. Energies are from wB97M-V/def2-TZVPD.

Geometry as XYZ:
```
10
Properties=species:S:1:pos:R:3:forces:R:3
O -0.992780 2.246070 -0.559045 -0.1570 -1.3006 0.3149
C -0.925042 1.034333 -0.510055 0.0124 1.8842 -2.7960
C -0.209367 0.282613 0.477913 4.2012 -1.2001 0.8879
F 0.536619 1.125454 1.237176 0.0717 0.1982 0.8328
C 0.812969 -0.908328 -0.040941 -0.5739 1.3921 1.2547
F -0.065216 -1.673377 -0.694238 0.2238 -0.9534 -1.0802
F 1.360453 -1.683178 0.970045 -0.9822 0.9475 -0.2894
H -1.295286 0.387651 -1.311722 -0.7050 0.0265 -0.2723
H -0.951520 -0.226948 1.014619 -0.9910 -1.0027 1.4600
H 1.729170 -0.584288 -0.583752 -1.0998 0.0083 -0.3125
```
Forces are in eV/Å.

As for the spin multiplicity: 1. The gap between HOMO and LUMO is 11.133 eV. The calculation puts the relative energy (zero: lowest compared OMol25 entry of this formula, charge and spin) at 29.8 kcal/mol. Its structure (SMILES) is O=C[C@H](F)C(F)F. The energy comes out at -490.9032 Ha. As for the total charge: 0.

Here are the Mulliken charges for atoms 1 to 2, given in e:
1 O -0.450
2 C -0.050